1.
Density functional theory data (ωB97M-V with the def2-TZVPD basis set) for C4H8OS in the gas phase at a distorted geometry.

Output
ΔE to the lowest compared entry with this formula, charge and spin ... 315.3 kJ/mol
Energy ... -630.51481 hartree
HOMO energy ... -8.50 eV
2S+1 ... 1
SMILES string ... C1CSCCO1
LUMO ... 0.88 eV

Geometry as XYZ:
```
14
Properties=species:S:1:pos:R:3:mulliken_charge:R:1
C 0.638 0.902 -0.438 -0.72
C -0.685 1.201 0.443 -0.54
S -1.819 -0.095 -0.012 -0.13
C -0.559 -1.246 -0.366 -0.40
C 0.621 -0.932 0.712 -0.39
O 1.568 -0.084 -0.114 -0.39
H 1.160 1.881 -0.712 0.37
H 0.459 0.672 -1.464 0.39
H -0.568 1.433 1.482 0.37
H -1.010 2.170 -0.051 0.33
H -1.159 -2.221 -0.555 0.29
H -0.277 -1.244 -1.475 0.29
H 0.378 -0.484 1.712 0.26
H 1.254 -1.954 0.838 0.26
```

***

2.
Density functional theory data (ωB97M-V with the def2-TZVPD basis set) for C4H8OS in the gas phase at a distorted geometry.

Output
ΔE to the lowest compared entry with this formula, charge and spin ... 161.3 kJ/mol
Energy ... -630.57349 hartree
HOMO energy ... -8.70 eV
2S+1 ... 1
SMILES string ... COC[C@H]1CS1
LUMO ... 0.98 eV

Geometry as XYZ:
```
14
Properties=species:S:1:pos:R:3:mulliken_charge:R:1
C -2.213 -0.788 0.099 -0.61
O -1.421 0.360 0.479 -0.34
C -0.725 1.088 -0.494 -0.69
C 0.832 0.814 -0.435 0.04
C 1.446 0.495 0.839 -0.65
S 1.237 -0.947 -0.236 -0.22
H -2.719 -0.571 -0.851 0.30
H -3.009 -0.992 0.818 0.24
H -1.579 -1.668 -0.026 0.24
H -0.909 2.136 -0.271 0.32
H -1.103 0.900 -1.459 0.42
H 1.544 1.345 -1.125 0.40
H 2.466 0.734 1.100 0.33
H 0.853 0.731 1.715 0.21
```

***

3.
Density functional theory data (ωB97M-V with the def2-TZVPD basis set) for C4H8OS as an isolated structure at a distorted geometry.

Output
ΔE to the lowest compared entry with this formula, charge and spin ... 386.4 kJ/mol
Energy ... -630.48773 hartree
HOMO energy ... -9.08 eV
2S+1 ... 1
LUMO ... 0.42 eV

Geometry as XYZ:
```
14
Properties=species:S:1:pos:R:3:mulliken_charge:R:1
C 0.591 -0.786 -0.597 -0.74
C -0.666 -0.014 -0.154 0.73
C -1.526 -0.530 0.943 -0.64
C -2.121 -0.330 -0.427 -0.63
H 1.495 1.419 -0.423 0.15
H 0.720 -0.573 -1.742 0.26
H 0.634 -1.875 -0.315 0.39
H -0.473 1.946 0.564 0.33
H -1.417 -1.613 1.160 0.27
H -1.691 0.315 1.635 0.24
H -2.701 0.709 -0.305 0.24
H -2.544 -1.419 -0.886 0.23
O -0.736 1.435 -0.205 -0.57
S 2.138 -0.027 0.210 -0.25
```

***

4.
Density functional theory data (ωB97M-V with the def2-TZVPD basis set) for C4H8OS in the gas phase at a distorted geometry.

Output
ΔE to the lowest compared entry with this formula, charge and spin ... 338.9 kJ/mol
Energy ... -630.50582 hartree
HOMO energy ... -8.89 eV
2S+1 ... 1
SMILES string ... C[C@H]1S[C@@H]1CO
LUMO ... 0.79 eV

Geometry as XYZ:
```
14
Properties=species:S:1:pos:R:3:mulliken_charge:R:1
C -1.879 -0.677 -0.177 -1.16
C -0.601 0.042 -0.399 -0.20
S -0.553 1.798 -0.337 -0.22
C 0.155 0.602 0.801 -0.25
C 1.565 0.184 0.438 -0.47
O 1.764 -0.113 -1.008 -0.60
H -2.322 -0.465 -1.194 0.29
H -2.631 -0.676 0.813 0.26
H -1.562 -1.787 -0.250 0.30
H 0.012 -0.350 -1.088 0.77
H 0.124 0.536 1.909 0.43
H 1.779 -0.750 1.157 0.27
H 2.477 0.878 0.907 0.23
H 1.672 0.777 -1.573 0.36
```

***

5.
Density functional theory data (ωB97M-V with the def2-TZVPD basis set) for C4H8OS as an isolated structure at a distorted geometry.

Output
ΔE to the lowest compared entry with this formula, charge and spin ... 404.9 kJ/mol
Energy ... -630.48069 hartree
HOMO energy ... -9.14 eV
2S+1 ... 1
LUMO ... 0.67 eV

Geometry as XYZ:
```
14
Properties=species:S:1:pos:R:3:mulliken_charge:R:1
C 0.283 1.807 0.075 -1.20
C 0.116 0.255 0.026 0.63
C -1.098 -0.472 0.979 -0.49
C -0.989 -0.335 -1.001 -0.44
H -0.839 1.944 0.135 0.29
H 0.730 2.302 1.074 0.27
H 0.726 2.271 -0.795 0.37
H 1.260 -1.803 0.446 0.13
H -1.429 -0.249 2.143 0.24
H -0.821 -1.720 0.986 0.19
H -0.778 -1.358 -1.582 0.23
H -1.084 0.264 -1.841 0.39
O -2.132 -0.207 -0.072 -0.38
S 1.839 -0.470 -0.030 -0.25
```

***

6.
Density functional theory data (ωB97M-V with the def2-TZVPD basis set) for C4H8OS in the gas phase at a distorted geometry.

Output
ΔE to the lowest compared entry with this formula, charge and spin ... 183.3 kJ/mol
Energy ... -630.56511 hartree
HOMO energy ... -8.79 eV
2S+1 ... 1
SMILES string ... CSC[C@H]1CO1
LUMO ... 0.93 eV

Geometry as XYZ:
```
14
Properties=species:S:1:pos:R:3:mulliken_charge:R:1
C 1.315 1.011 1.335 -0.63
S -0.505 0.945 1.568 -0.10
C -0.825 -0.611 0.678 -0.97
C -1.225 -0.236 -0.780 0.26
C -0.155 -0.415 -1.771 -0.42
O -1.148 -1.396 -1.653 -0.43
H 1.789 1.985 1.119 0.33
H 1.854 0.587 2.245 0.27
H 1.582 0.390 0.463 0.09
H 0.060 -1.275 0.587 0.38
H -1.569 -1.088 1.225 0.39
H -1.925 0.592 -0.862 0.38
H -0.116 0.197 -2.718 0.24
H 0.867 -0.685 -1.437 0.20
```

***

7.
Density functional theory data (ωB97M-V with the def2-TZVPD basis set) for C4H8OS2 in the gas phase at a distorted geometry.

Output
ΔE to the lowest compared entry with this formula, charge and spin ... 244.4 kJ/mol
Energy ... -1028.72993 hartree
HOMO energy ... -8.53 eV
2S+1 ... 1
SMILES string ... C[C@@H](S)CC(O)=S
LUMO ... -0.20 eV

Geometry as XYZ:
```
15
Properties=species:S:1:pos:R:3:mulliken_charge:R:1
C -0.523 1.323 -0.642 -1.09
C -0.766 0.218 0.383 0.22
S -1.817 -1.149 -0.115 -0.31
C 0.592 -0.264 1.137 -0.92
C 1.595 -0.805 0.101 0.36
O 1.268 -1.967 -0.440 -0.44
S 3.128 -0.244 -0.221 -0.27
H -1.491 2.109 -0.521 0.27
H -0.419 0.954 -1.814 0.26
H 0.354 2.023 -0.374 0.31
H -1.341 0.643 1.172 0.33
H -2.126 -0.605 -1.664 0.20
H 0.285 -0.841 1.973 0.39
H 1.079 0.708 1.448 0.32
H 0.182 -2.103 -0.421 0.37
```

***

8.
Density functional theory data (ωB97M-V with the def2-TZVPD basis set) for C4H8S in the gas phase at a distorted geometry.

Output
ΔE to the lowest compared entry with this formula, charge and spin ... 173.2 kJ/mol
Energy ... -555.30397 hartree
HOMO energy ... -9.05 eV
2S+1 ... 1
SMILES string ... SC1CCC1
LUMO ... 0.91 eV

Geometry as XYZ:
```
13
Properties=species:S:1:pos:R:3:mulliken_charge:R:1
S 0.884 -1.372 -1.292 -0.27
C 0.818 0.103 -0.201 -0.01
C 0.397 -0.425 1.109 -0.95
C -1.104 -0.087 0.536 -0.63
C -0.465 0.929 -0.379 -0.43
H 1.305 -0.989 -2.584 0.14
H 1.711 0.730 -0.226 0.37
H 0.778 0.085 1.902 0.33
H 0.658 -1.395 1.379 0.35
H -1.483 -0.877 0.016 0.31
H -1.843 0.397 1.264 0.29
H -0.970 0.986 -1.548 0.20
H -0.686 1.917 0.024 0.30
```

***

Q: What is the energy in the seventh record?
A: -1028.72993 hartree